119
Properties=species:S:1:pos:R:3:mulliken_charge:R:1 method="wB97M-V/def2-TZVPD" homo_lumo_gap_ev="2.41 / 6.22" charge=-1 homo_energy_ev="-1.219 / -5.023" s_squared=0.77 spin_multiplicity=2
C 0.2324 10.0764 -4.6276 -0.64
C -0.4634 9.3092 -5.7834 0.30
C 0.1632 9.2465 -7.1751 -0.09
O 0.5058 10.5371 -7.5498 -0.31
C 1.3521 10.6456 -8.7244 -0.37
N -0.7168 7.9334 -5.2909 -0.70
H 0.5745 11.0943 -4.8147 0.07
H 1.1543 9.4950 -4.6107 -0.17
H -0.3223 10.0578 -3.6895 0.38
H -1.4313 9.7986 -5.8922 0.32
H -0.3833 8.6874 -7.9346 0.40
H 1.0891 8.7385 -6.9052 -0.13
H 1.4056 11.6954 -9.0131 -0.19
H 0.9012 10.1022 -9.5548 0.43
H 2.3384 10.2234 -8.5319 0.29
H 0.1440 7.4207 -5.1632 0.13
H -1.1522 7.3110 -5.9566 0.31
C -0.2871 17.1258 -2.3591 -0.36
C 1.0061 17.4117 -2.7296 -0.36
C 1.1908 17.9770 -3.9955 0.02
C 0.1820 18.2752 -4.8662 -0.62
C -1.1684 18.0280 -4.4731 -0.36
C -1.3914 17.3284 -3.2674 -0.65
H -0.4376 16.5930 -1.4318 0.37
H 1.8445 17.2020 -2.0820 0.40
H 2.1741 18.1891 -4.3888 0.31
H 0.3753 18.7978 -5.7914 0.42
H -1.9637 18.3902 -5.1076 0.39
H -2.4230 17.1609 -2.9952 0.39
C 4.4743 17.7321 -0.9176 0.26
C 4.8714 18.7723 -1.6061 -0.54
C 5.4028 19.7984 -0.9737 -0.23
C 5.6504 19.8335 0.3707 -0.50
C 5.1184 18.7603 1.0945 -0.43
C 4.5858 17.7037 0.4410 -0.45
H 3.9632 16.9114 -1.3989 0.24
H 4.6901 18.7201 -2.6695 0.36
H 5.7276 20.6292 -1.5826 0.31
H 6.2042 20.6473 0.8151 0.38
H 5.4967 18.5931 2.0922 0.29
H 4.3594 16.7986 0.9849 0.37
C 9.4051 9.3216 -5.0407 -0.65
C 8.5538 9.7204 -6.0959 -0.28
C 7.6723 10.8214 -5.9984 -0.56
C 7.3731 11.3595 -4.7883 0.10
C 8.1735 11.0462 -3.6806 -0.66
C 9.1259 10.0058 -3.8626 -0.21
H 10.1490 8.5592 -5.2192 0.42
H 8.7448 9.3936 -7.1074 0.35
H 7.0574 11.1405 -6.8269 0.34
H 6.6410 12.1515 -4.7310 0.42
H 7.9970 11.4815 -2.7081 0.44
H 9.5924 9.5707 -2.9912 0.28
C 1.0343 15.2399 -8.6087 -0.43
C 0.8499 14.5450 -9.7706 -0.26
C 1.9533 14.0312 -10.3915 -0.63
C 3.1695 13.9403 -9.7185 -0.26
C 3.3896 14.6594 -8.6674 -0.66
C 2.2447 15.2364 -7.9899 -0.23
H 0.0958 15.5999 -8.2138 0.36
H -0.1512 14.5243 -10.1753 0.38
H 1.8444 13.4930 -11.3215 0.33
H 3.9316 13.3801 -10.2398 0.38
H 4.3586 14.6754 -8.1908 0.39
H 2.3360 15.7124 -7.0247 0.63
C 4.9646 10.5848 3.0606 -0.36
C 4.8604 11.7717 2.4211 -0.48
C 5.0046 11.8036 1.0351 -0.23
C 5.3555 10.6673 0.2588 -0.25
C 5.3837 9.4365 0.9523 -0.46
C 5.1579 9.4441 2.2998 -0.45
H 4.7657 10.5768 4.1221 0.35
H 4.6285 12.6559 2.9964 0.35
H 4.8080 12.7606 0.5746 0.37
H 5.3814 10.7578 -0.8171 0.32
H 5.6821 8.5799 0.3660 0.49
H 5.0447 8.4872 2.7875 0.36
C 3.9820 6.1682 -2.1174 -0.29
C 3.3364 6.3076 -0.8640 -0.55
C 3.0098 5.2100 -0.1388 -0.44
C 3.3895 3.9422 -0.5916 -0.25
C 4.1158 3.8075 -1.8051 -0.43
C 4.4506 4.9598 -2.5322 -0.52
N 2.8527 2.7020 0.0834 0.81
O 1.9631 2.7790 0.9271 -0.76
O 3.2274 1.5923 -0.3304 -0.78
H 4.3826 7.0499 -2.5954 0.42
H 3.1637 7.3292 -0.5596 0.51
H 2.3813 5.3002 0.7348 0.41
H 4.3837 2.8062 -2.1084 0.44
H 4.9599 4.8501 -3.4782 0.45
C 2.3121 5.3515 -5.1455 -0.49
C 1.8403 4.4458 -5.9867 -0.53
C 2.2100 4.5950 -7.3553 -0.63
C 2.9079 5.7617 -7.7589 0.05
C 3.4200 6.6637 -6.7911 -0.39
C 3.0611 6.4737 -5.4866 -0.34
N 3.2447 5.9423 -9.1869 1.07
O 2.8350 5.1938 -10.0227 -0.65
O 3.7879 6.9555 -9.5051 -0.63
H 2.0956 5.1043 -4.1167 0.40
H 1.3193 3.5871 -5.5896 0.49
H 1.8428 3.7950 -7.9811 0.42
H 3.9518 7.5598 -7.0751 0.65
H 3.1709 7.1872 -4.6834 0.51
C 2.1618 14.2545 -3.9671 -0.31
C 3.0123 13.8684 -2.9167 -0.74
C 3.7544 12.6741 -3.0796 -0.16
C 3.6565 12.0021 -4.3371 -0.06
C 2.7668 12.4580 -5.3598 -0.31
C 2.0606 13.5981 -5.1932 -1.41
N 4.1935 10.5901 -4.5906 1.26
O 4.3948 9.8037 -3.7446 -0.52
O 4.3039 10.1702 -5.7068 -0.55
H 1.4785 15.0821 -3.8467 0.46
H 3.1132 14.4886 -2.0383 0.51
H 4.2026 12.4046 -2.1348 0.16
H 2.5868 11.8389 -6.2263 0.70
H 1.3298 13.8762 -5.9382 0.89